Entry 1:
C49H32N13O3SSeTi as an isolated structure, computed with wB97M-V/def2-TZVPD.

As for the energy relative to the best compared isomer or geometry (same formula, charge and spin): 0.0 kJ/mol. As for the energy: -6473.28840 hartree. The HOMO energy (spin up / spin down) comes out at -3.44 / -3.44 eV.

```
! RIJCOSX wB97M-V def2-TZVPD def2/J DEFGRID3
* xyz -1 1
Ti 0.3640 0.2029 -0.4522
C 0.0966 -5.6337 1.3783
C 1.1116 -5.6922 2.3283
C 1.6792 -4.5344 2.8598
C 1.1620 -3.3218 2.4564
C 1.6063 -1.9144 2.5728
N 0.3992 -1.1502 2.3136
C -0.1541 -1.8340 1.2404
N -0.5924 -1.2797 0.1783
C 0.2115 0.2230 2.5042
C -0.0189 0.9597 3.6732
C -0.0723 0.6411 5.0471
C -0.4001 1.6287 5.9363
C -0.6707 2.9565 5.5005
C -0.6237 3.2921 4.1730
C -0.3173 2.2909 3.2298
C -0.2465 2.2820 1.8231
N -0.3146 3.3812 0.9729
C 0.3335 3.2550 -0.1302
N 1.0021 2.1105 -0.5021
C 2.0568 2.4308 -1.3143
N 3.1459 1.7491 -1.3542
C 3.3651 0.7827 -0.3770
N 2.4635 0.1160 0.4025
C 3.1846 -0.5839 1.3667
N 2.7819 -1.5974 2.1985
C 4.5675 -0.3692 1.1509
C 5.7184 -0.8531 1.7999
C 6.9439 -0.4584 1.3276
C 7.0608 0.4242 0.2227
C 5.9473 0.9033 -0.4193
C 4.6855 0.4870 0.0394
C 1.7891 3.7862 -1.8541
C 2.4172 4.5478 -2.8200
C 1.9396 5.8344 -3.0524
C 0.8808 6.3492 -2.3088
C 0.2694 5.5922 -1.3142
C 0.7215 4.3041 -1.1043
N 0.0530 1.0142 1.4340
C 0.1198 -3.2684 1.5181
C -0.3968 -4.4082 0.9394
H -0.2943 -6.5510 0.9573
H 1.4888 -6.6579 2.6418
H 2.5119 -4.5867 3.5481
H 0.1397 -0.3667 5.3852
H -0.4478 1.4038 6.9953
H -0.9093 3.7123 6.2394
H -0.8234 4.3042 3.8418
H 5.6255 -1.5210 2.6471
H 7.8465 -0.8210 1.8057
H 8.0483 0.7188 -0.1122
H 6.0214 1.5788 -1.2622
H 3.2565 4.1498 -3.3756
H 2.4005 6.4476 -3.8170
H 0.5340 7.3561 -2.5065
H -0.5389 5.9926 -0.7157
H -1.1380 -4.3382 0.1530
C -4.0191 1.3854 -1.2598
S -2.8237 0.1873 -0.6948
O -1.5368 1.0040 -0.8299
C -3.2204 0.1386 1.0387
C -3.5029 -1.1115 1.5715
C -3.7377 -1.2301 2.9321
C -3.6656 -0.1047 3.7421
C -3.3740 1.1404 3.2007
C -3.1509 1.2699 1.8382
H -5.0181 1.0058 -1.0500
H -3.8522 1.4563 -2.3335
H -3.8431 2.3328 -0.7539
H -3.5000 -1.9811 0.9236
H -3.9417 -2.2016 3.3630
H -3.8060 -0.1997 4.8112
H -3.2747 2.0023 3.8469
H -2.8763 2.2268 1.4114
C -5.1898 -1.5859 -3.2099
N -3.8989 -2.2097 -3.0203
C -3.7981 -3.4378 -2.4284
C -2.6075 -4.0010 -2.1916
C -1.3901 -3.2801 -2.5831
O -0.2810 -3.8068 -2.4284
N -1.5341 -2.0475 -3.1467
C -2.7266 -1.4826 -3.3318
O -2.8937 -0.3255 -3.7711
H -5.9431 -2.3592 -3.3622
H -5.1454 -0.9366 -4.0795
H -5.4819 -0.9771 -2.3479
H -4.7384 -3.9178 -2.1825
H -2.5231 -4.9825 -1.7487
Se 2.5962 -2.6642 -2.2703
N 2.2213 -2.4776 -3.9978
C 1.4179 -1.4442 -4.1162
C 0.8007 -0.8897 -5.2827
C -0.0177 0.1762 -5.1127
C -0.2669 0.7418 -3.8147
N 0.3088 0.2968 -2.7433
C 1.1155 -0.7843 -2.8946
N 1.6478 -1.2434 -1.7904
H 0.9698 -1.3364 -6.2532
H -0.5420 0.6116 -5.9515
H -0.9482 1.5751 -3.7078
*
```



Entry 2:
C49H35AsN7STi as an isolated structure in a non-equilibrium geometry, computed with wB97M-V/def2-TZVPD.

As for the energy relative to the best compared isomer or geometry (same formula, charge and spin): 102.3 kJ/mol. As for the energy: -5754.55815 hartree. The HOMO energy (spin up / spin down) comes out at -12.64 / -13.49 eV. As for the expectation value of S²: 0.76.

```
! RIJCOSX wB97M-V def2-TZVPD def2/J DEFGRID3
* xyz 2 2
Ti 0.4782 -0.1667 -1.2366
C 2.2581 3.1688 -3.4914
C 1.9214 1.8714 -3.1475
N 0.9157 1.6036 -2.3017
C 0.2253 2.6810 -1.8244
C 0.6623 3.9846 -2.1159
N 1.6551 4.2170 -2.9350
C -0.9379 2.3311 -1.0388
C -1.9270 3.1963 -0.6039
C -3.0262 2.6850 0.0960
C -3.1188 1.3015 0.2732
C -2.1205 0.4709 -0.2160
N -1.0124 0.9926 -0.8132
C -2.1404 -0.9719 -0.2412
C -3.1765 -1.7894 0.2366
N -3.1773 -3.0868 0.0657
C -2.1250 -3.6376 -0.5389
C -1.0474 -2.8746 -0.9555
N -1.0505 -1.5407 -0.8372
C -4.0506 3.5950 0.6129
C -4.5886 3.4037 1.8847
C -5.5029 4.3309 2.3617
N -5.8926 5.3742 1.6587
C -5.4153 5.5506 0.4436
C -4.4874 4.6926 -0.1296
H 3.0429 3.3905 -4.1987
H 2.4849 1.0332 -3.5365
H 0.2033 4.8524 -1.6632
H -1.8454 4.2558 -0.7853
H -3.9893 0.8813 0.7472
H -4.0293 -1.3784 0.7560
H -2.1663 -4.7062 -0.6900
H -0.1676 -3.3374 -1.3995
H -4.2745 2.5781 2.5026
H -5.9357 4.2338 3.3471
H -5.7846 6.4173 -0.0878
H -4.1391 4.8627 -1.1372
S 2.3832 -2.6032 -4.4119
C 0.7033 -2.4947 -4.8715
C 0.0756 -3.0170 -5.9906
C -1.2752 -2.7767 -6.1488
C -1.9877 -2.0155 -5.2207
C -1.3682 -1.4791 -4.1108
C -0.0055 -1.7262 -3.9277
N 0.7779 -1.2604 -2.9046
C 2.0440 -1.6227 -3.0239
C 3.0293 -1.0655 -2.1245
C 4.4009 -1.2854 -2.2728
C 5.2858 -0.5578 -1.5039
C 4.8144 0.3869 -0.6023
C 3.4483 0.5678 -0.4230
C 2.5261 -0.1573 -1.1635
H 0.6340 -3.5852 -6.7153
H -1.7849 -3.1750 -7.0119
H -3.0383 -1.8380 -5.3837
H -1.9061 -0.8567 -3.3998
H 4.7571 -2.0046 -2.9952
H 6.3452 -0.7126 -1.6167
H 5.5142 0.9777 -0.0319
H 3.0952 1.3017 0.3055
C -1.6373 -4.2411 3.1747
C -0.5494 -4.4830 2.3533
C 0.1692 -3.4249 1.8236
C -0.2025 -2.1108 2.0968
C -1.3366 -1.8789 2.8732
C -2.0305 -2.9385 3.4328
As 0.8439 -0.6368 1.3193
C 2.6414 -1.1568 1.9187
C 3.2882 -0.5337 2.9822
C 4.5624 -0.9354 3.3528
C 5.1994 -1.9535 2.6641
C 4.5675 -2.5664 1.5923
C 3.3001 -2.1620 1.2141
C 0.3985 0.7936 2.5742
C 0.2503 2.0973 2.1141
C -0.1301 3.1027 2.9897
C -0.3353 2.8175 4.3297
C -0.1343 1.5303 4.8044
C 0.2326 0.5216 3.9322
H -2.1804 -5.0643 3.6094
H -0.2513 -5.4952 2.1317
H 1.0350 -3.6200 1.1976
H -1.6767 -0.8635 3.0483
H -2.8759 -2.7440 4.0750
H 2.8076 0.2847 3.5092
H 5.0568 -0.4489 4.1797
H 6.1946 -2.2581 2.9485
H 5.0685 -3.3527 1.0484
H 2.8272 -2.6022 0.3353
H 0.4571 2.3205 1.0667
H -0.2566 4.1133 2.6358
H -0.6352 3.5995 5.0092
H -0.2563 1.3102 5.8527
H 0.4010 -0.4870 4.2989
*
```



Entry 3:
C49H37Br2Cl3N6O2RbS as an isolated structure, computed with wB97M-V/def2-TZVPD.

As for the energy relative to the best compared isomer or geometry (same formula, charge and spin): 14.8 kJ/mol. As for the energy: -9319.47107 hartree. The HOMO energy comes out at -3.40 eV.

```
! RIJCOSX wB97M-V def2-TZVPD def2/J DEFGRID3
* xyz -1 1
Rb 0.2575 1.5414 -0.8415
Br -2.9624 3.8798 6.3440
C -2.2828 3.0539 4.7708
C -2.1555 1.6628 4.7121
C -1.6443 1.0678 3.5910
C -1.1956 1.8057 2.4431
O -0.6278 1.2278 1.4745
C -1.4364 3.2296 2.5028
C -1.2974 4.1650 1.4032
N -1.1113 3.9211 0.1574
C -1.2471 5.0091 -0.7217
C -2.2325 5.9579 -0.5771
C -2.3858 7.0184 -1.4953
C -1.5645 7.1266 -2.5768
C -0.5570 6.1532 -2.7882
C 0.3182 6.2009 -3.8990
C 1.2609 5.2312 -4.0619
C 1.3292 4.1906 -3.1078
N 0.5422 4.1258 -2.0669
C -0.3957 5.0879 -1.8771
C -1.9344 3.8101 3.6821
H -2.4581 1.0578 5.5585
H -1.5383 -0.0083 3.5522
H -1.4302 5.2082 1.7227
H -2.9286 5.8706 0.2470
H -3.1754 7.7421 -1.3344
H -1.6769 7.9320 -3.2929
H 0.2239 7.0169 -4.6068
H 1.9494 5.2397 -4.8961
H 2.0698 3.3980 -3.1911
H -2.0676 4.8859 3.7126
Cl -4.5544 -8.7011 2.6676
C -4.1151 -7.1063 2.1234
C -4.1683 -6.0432 3.0088
C -3.7944 -4.7865 2.5649
C -3.3687 -4.5695 1.2591
C -2.9506 -3.1850 0.8089
C -4.1324 -2.4020 0.2429
N -3.6602 -1.3884 -0.6754
C -4.0038 -1.2793 -2.0019
C -3.2210 -0.2820 -2.5006
N -2.4108 0.2191 -1.5161
C -2.6959 -0.4643 -0.4325
O -2.4031 -2.4339 1.8782
C -0.9690 -2.4220 1.8788
C -0.3635 -3.7911 1.9576
C -0.3307 -4.5740 3.0724
Cl -0.8932 -4.1369 4.6360
S 0.3040 -6.1348 2.7840
C 0.5593 -5.7619 1.1324
C 0.1695 -4.4942 0.8364
C -3.3580 -5.6600 0.3976
Cl -2.8853 -5.4486 -1.2663
C -3.7150 -6.9338 0.8118
H -4.4817 -6.2029 4.0309
H -3.7942 -3.9510 3.2517
H -2.2121 -3.2729 0.0048
H -4.6965 -1.9587 1.0672
H -4.7997 -3.0604 -0.3121
H -4.7452 -1.9205 -2.4473
H -3.1874 0.0924 -3.5106
H -2.2380 -0.3154 0.5355
H -0.6806 -1.8103 2.7303
H -0.6263 -1.9210 0.9705
H 0.9866 -6.4947 0.4672
H 0.2491 -4.0555 -0.1507
H -3.6769 -7.7660 0.1245
C 4.9005 3.3630 2.0376
C 5.4352 2.1747 1.5561
C 4.9217 1.5524 0.4297
C 3.8257 2.0969 -0.2811
C 3.2915 3.2993 0.2389
C 3.8131 3.9101 1.3621
N 3.1687 1.5166 -1.3320
C 3.7802 0.6701 -2.1977
C 2.9500 -0.1412 -3.0162
C 3.4491 -0.9970 -3.9745
C 4.8209 -1.1097 -4.1936
C 5.6602 -0.3061 -3.4293
C 5.1715 0.5577 -2.4640
H 5.3078 3.8403 2.9198
H 6.2687 1.7102 2.0737
H 5.3459 0.6091 0.1111
H 2.4415 3.7358 -0.2738
H 3.3601 4.8289 1.7194
H 1.8792 -0.0588 -2.8714
H 2.7526 -1.5866 -4.5640
H 5.2168 -1.7805 -4.9454
H 6.7332 -0.3429 -3.5918
H 5.8678 1.1809 -1.9199
Br -0.2857 -2.7841 -2.9964
C 1.0490 -2.5701 -1.6530
C 2.1595 -3.4028 -1.6781
C 3.0988 -3.2230 -0.6786
C 2.8802 -2.2553 0.2942
C 1.7340 -1.4890 0.2103
N 0.8302 -1.6337 -0.7660
H 2.2873 -4.1342 -2.4616
H 3.9940 -3.8309 -0.6653
H 3.5898 -2.0773 1.0897
H 1.5191 -0.7156 0.9419
*
```